Version i
The following is a quantum chemistry calculation of the molecule C6H11NO, from OMol25.

Values from the calculation:
LUMO energy   0.7340 eV
HOMO-LUMO gap   9.5425 eV
HOMO level   -8.809 eV
SMILES string   N[C@@H]1[C@@H]2CC[C@@H](O)[C@@H]12

Each line ends with the natural charge from an NBO analysis.
Atoms and positions in Å:
C  1.6069  -0.7178  -0.3067  0.03
C  0.4633  0.2421  -0.7179  -0.30
C  0.0333  1.5773  -0.3183  -0.37
C  -1.4636  1.0832  0.2044  -0.46
C  -1.4345  -0.3981  0.5663  0.15
C  0.2197  -0.5888  0.4374  -0.33
H  2.5455  0.5038  1.1971  0.36
H  3.4795  -0.8652  0.5306  0.36
H  1.7550  -1.4467  -1.0385  0.21
H  0.0154  -0.2018  -1.6034  0.21
H  0.5520  1.6828  0.7046  0.20
H  0.0083  2.4384  -0.9452  0.22
H  -2.0225  1.4412  1.1100  0.22
H  -2.2474  1.2170  -0.6091  0.23
H  -1.7750  -0.6429  1.5633  0.16
H  -1.6771  -2.0706  -0.4425  0.47
H  0.4109  0.0507  1.3442  0.17
N  2.8542  -0.0930  0.2216  -0.81
O  -2.1968  -1.0804  -0.3192  -0.72

Version ii
The following is a quantum chemistry calculation of a 2-piece molecular cluster, C6H11NO overall, from OMol25.

Values from the calculation:
LUMO energy   0.2704 eV
HOMO-LUMO gap   7.9248 eV
HOMO level   -7.654 eV
SMILES string   [H]/N=C/C=C.C=C(C)O

Each line ends with the natural charge from an NBO analysis.
Atoms and positions in Å:
C  1.8151  -0.0200  -0.2786  -0.68
C  0.7353  -0.9053  0.3071  0.32
C  0.7955  -1.2962  1.6219  -0.46
O  0.2527  -1.8487  -0.5829  -0.70
H  0.1645  -1.4120  -1.4456  0.49
H  2.1921  0.6739  0.4716  0.22
H  2.6340  -0.6377  -0.6542  0.23
H  1.4028  0.5518  -1.1133  0.23
H  1.2686  -0.6738  2.3588  0.20
H  0.2425  -2.1563  1.9555  0.21
C  -1.6950  0.3776  -0.8135  0.14
C  -1.0313  0.4051  0.5201  -0.26
C  -0.7544  1.7471  0.5294  -0.34
N  -1.0349  0.4526  -1.9141  -0.76
H  -1.5862  0.1885  -2.7277  0.35
H  -2.7345  0.0391  -0.7666  0.17
H  -1.6231  -0.0318  1.3181  0.22
H  -0.1180  2.2092  -0.2062  0.21
H  -0.9256  2.3371  1.4202  0.19

Version iii
The following is a quantum chemistry calculation of the molecule C6H11NO, from OMol25.

Values from the calculation:
LUMO energy   -2.5726 eV
HOMO-LUMO gap   4.2586 eV
HOMO level   -6.831 eV

Each line ends with the natural charge from an NBO analysis.
Atoms and positions in Å:
C  -1.7350  -0.1846  -0.2366  -0.21
N  -0.9792  -1.2354  -0.7606  -0.55
C  -0.4067  -1.0025  -2.1400  0.13
O  -0.7244  0.1465  -2.6272  -0.78
C  -0.8851  1.0156  0.4193  -0.52
C  0.1429  0.6344  1.3343  0.07
C  1.4771  0.5129  0.9402  -0.31
C  2.5299  0.3525  1.7522  -0.23
H  -2.1547  0.2410  -1.1668  0.28
H  -2.5220  -0.5038  0.4377  0.20
H  -0.6816  -1.8976  -2.7504  0.12
H  0.6902  -1.1776  -1.9552  0.10
H  -0.3905  1.4883  -0.4291  0.26
H  -1.5409  1.7424  0.8764  0.25
H  -0.0873  0.4636  2.3860  0.20
H  -0.3859  -1.7532  -0.1308  0.36
H  1.6867  0.4706  -0.1270  0.24
H  2.4376  0.3380  2.8349  0.20
H  3.5289  0.3489  1.3427  0.21

Version iv
The following is a quantum chemistry calculation of a 2-piece molecular cluster, C6H11NO overall, from OMol25.

Values from the calculation:
LUMO energy   -1.8688 eV
HOMO-LUMO gap   6.3715 eV
HOMO level   -8.240 eV

Each line ends with the natural charge from an NBO analysis.
Atoms and positions in Å:
O  -1.0368  -2.2596  1.4913  -0.53
C  -0.1873  -1.6049  0.9443  0.44
C  0.0436  -1.5286  -0.5598  -0.51
C  -0.5866  -0.1266  -0.8774  -0.48
C  -0.0850  1.0522  -0.0211  0.15
C  -1.0472  1.4378  0.9349  -0.16
C  1.7099  1.3891  -1.3553  -0.45
N  1.2036  1.2983  -0.0211  -0.58
H  0.5199  -0.9356  1.4419  0.11
H  -0.5612  -2.3296  -0.9655  0.24
H  1.1323  -1.4754  -0.6282  0.24
H  -0.3754  0.0953  -1.9288  0.23
H  -1.6848  -0.1710  -0.8382  0.21
H  -0.8334  2.0751  1.7788  0.22
H  -2.0222  0.9802  0.8666  0.21
H  1.8688  0.5460  -2.0189  0.19
H  2.5387  2.0894  -1.3718  0.21
H  0.9890  1.8732  -2.1282  0.16
H  -0.9644  2.5033  -0.9177  0.08

Which structure is most stable, and how do the rest compare? From most to least stable: version ii, version i, version iii, version iv.

Version i
The following is a quantum chemistry calculation of the molecule C6H11NO, from OMol25.

Values from the calculation:
LUMO energy   0.9796 eV
HOMO-LUMO gap   9.8591 eV
HOMO level   -8.880 eV
SMILES string   CC(=O)N1CCCC1

Each line ends with the natural charge from an NBO analysis.
Atoms and positions in Å:
C  -0.1582  1.0565  -0.9844  -0.23
N  -0.6535  0.1615  0.1065  -0.54
C  -0.0066  0.3692  1.4060  0.74
C  -0.9887  0.5272  2.6034  -0.72
O  1.1939  0.4641  1.5116  -0.56
C  -0.4596  -1.2748  -0.4003  -0.20
C  0.8673  -1.1506  -1.2023  -0.44
C  0.9461  0.2615  -1.7833  -0.43
H  -0.9482  1.3276  -1.6958  0.20
H  0.3118  2.0328  -0.5820  0.21
H  -0.8225  -0.1253  3.4333  0.23
H  -0.7924  1.5348  2.9484  0.24
H  -2.0450  0.3820  2.2827  0.23
H  -1.3148  -1.5404  -0.9949  0.20
H  -0.4301  -1.9196  0.5475  0.21
H  0.8182  -1.8554  -1.9848  0.21
H  1.6973  -1.3949  -0.5579  0.22
H  1.9724  0.7824  -1.6942  0.22
H  0.8126  0.3614  -2.9595  0.20

Version ii
The following is a quantum chemistry calculation of a 2-piece molecular cluster, C6H11NO overall, from OMol25.

Values from the calculation:
LUMO energy   0.9321 eV
HOMO-LUMO gap   8.9353 eV
HOMO level   -8.003 eV
SMILES string   Cc1cc[nH]c1C.O

Each line ends with the natural charge from an NBO analysis.
Atoms and positions in Å:
C  -0.6606  -0.4550  -1.5809  -0.31
C  -1.6879  0.3449  -1.1724  -0.09
N  -1.2549  1.1117  -0.1266  -0.52
C  0.0734  0.8537  0.0989  0.12
C  0.4498  -0.1568  -0.7324  -0.08
C  1.7301  -0.9452  -0.6096  -0.62
C  0.7849  1.5503  1.1922  -0.64
H  -0.7468  -1.1196  -2.4297  0.22
H  -2.6782  0.4449  -1.5836  0.21
H  -1.7395  1.8766  0.3256  0.41
H  1.9093  -1.4927  -1.5222  0.21
H  2.5602  -0.3145  -0.3514  0.21
H  1.5452  -1.6630  0.1930  0.21
H  0.2228  2.4434  1.4690  0.21
H  1.8088  1.8501  0.9747  0.23
H  0.8532  0.9714  2.1165  0.23
H  -0.6817  -2.4039  0.9831  0.47
H  -1.5116  -1.1469  1.1115  0.47
O  -0.9763  -1.7492  1.6443  -0.94

Version iii
The following is a quantum chemistry calculation of the molecule C6H11NO, from OMol25.

Values from the calculation:
LUMO energy   0.6695 eV
HOMO-LUMO gap   6.7207 eV
HOMO level   -6.051 eV

Each line ends with the natural charge from an NBO analysis.
Atoms and positions in Å:
C  -1.7488  -0.3914  -1.0988  -0.68
C  -0.3728  1.7811  0.9705  -0.62
C  -0.8149  -0.6607  0.0562  0.55
C  0.0460  0.3836  0.6419  -0.42
C  1.2631  -0.0496  0.0936  0.18
N  0.7288  -1.3041  -0.5280  -0.64
C  2.5453  0.3409  -0.0522  -0.67
O  -1.3576  -1.6130  0.8777  -0.70
H  -0.9463  -1.4896  1.7483  0.49
H  0.8590  -1.3509  -1.5364  0.40
H  1.0439  -2.1703  -0.0935  0.40
H  -2.5563  0.2402  -0.7292  0.24
H  -1.2318  0.1485  -1.8887  0.22
H  -2.1788  -1.3152  -1.4823  0.22
H  0.3446  2.2343  1.6560  0.22
H  -0.4307  2.4338  0.0863  0.19
H  -1.3465  1.7972  1.4646  0.21
H  2.8921  1.2611  0.3859  0.21
H  3.2618  -0.2760  -0.5718  0.20

Version iv
The following is a quantum chemistry calculation of a 2-piece molecular cluster, C6H11NO overall, from OMol25.

Values from the calculation:
LUMO energy   0.6189 eV
HOMO-LUMO gap   8.9384 eV
HOMO level   -8.319 eV
SMILES string   CCc1cc[nH]c1.O

Each line ends with the natural charge from an NBO analysis.
Atoms and positions in Å:
C  2.7127  -0.1999  0.2706  -0.61
C  1.7923  0.9600  -0.2062  -0.41
C  0.3510  0.7644  0.2117  -0.08
C  -0.6842  0.7741  -0.6854  -0.10
N  -1.8128  0.3017  -0.0534  -0.53
C  -1.4676  -0.0594  1.2197  -0.05
C  -0.1673  0.2828  1.4562  -0.30
H  2.2290  -0.8080  1.0298  0.21
H  3.0709  -0.7871  -0.5638  0.21
H  3.5832  0.2361  0.7718  0.20
H  2.1919  1.9083  0.1503  0.21
H  1.7840  0.9381  -1.2939  0.21
H  -0.6263  1.1102  -1.7074  0.21
H  -2.7590  0.5195  -0.3060  0.40
H  -2.2010  -0.5159  1.8624  0.21
H  0.2970  0.1981  2.4275  0.22
H  -2.1276  -1.5633  -1.8281  0.47
H  -3.4878  -1.7853  -1.2720  0.46
O  -2.6782  -2.2745  -1.4838  -0.92

Which structure is most stable, and how do the rest compare? From most to least stable: version ii, version iv, version i, version iii.

Version i
The following is a quantum chemistry calculation of the molecule C6H11NO, from OMol25.

Values from the calculation:
LUMO energy   0.5318 eV
HOMO-LUMO gap   8.5534 eV
HOMO level   -8.022 eV
SMILES string   C/C=[N+](\[O-])C=C(C)C

Each line ends with the natural charge from an NBO analysis.
Atoms and positions in Å:
C  -0.3310  0.3041  0.1906  -0.06
C  0.6860  1.0183  -2.0155  -0.02
C  -0.7462  -0.4049  1.2533  0.04
C  1.7252  0.7644  -3.0061  -0.70
C  -1.5081  0.4415  2.2388  -0.62
C  -0.5331  -1.7734  1.7492  -0.67
N  0.4745  0.1036  -0.9987  0.10
O  0.9587  -1.0617  -1.0598  -0.55
H  -0.5839  1.2975  0.1314  0.17
H  0.0738  1.9412  -1.6886  0.19
H  1.4631  0.8289  -4.0933  0.23
H  1.9125  -0.2667  -2.8383  0.27
H  2.6320  1.4617  -2.9351  0.23
H  -1.5007  1.5309  1.9730  0.22
H  -0.9836  0.3289  3.2103  0.22
H  -2.5199  0.0269  2.1838  0.22
H  -1.3343  -2.1129  2.4296  0.22
H  0.4911  -1.7779  2.3096  0.24
H  -0.3762  -2.6503  0.9657  0.26

Version ii
The following is a quantum chemistry calculation of C6H11NO as an isolated structure, from OMol25.

Values from the calculation:
LUMO energy   0.7318 eV
HOMO-LUMO gap   8.0800 eV
HOMO level   -7.348 eV

Each line ends with the natural charge from an NBO analysis.
Atoms and positions in Å:
C  2.0072  0.0208  0.2345  -0.64
C  0.6724  0.3047  -0.4298  -0.09
C  0.0325  -0.8837  -1.0511  -0.13
C  -0.5049  -0.6174  1.2434  -0.15
C  -0.8995  0.6195  0.5643  0.13
C  -0.0309  1.6096  -0.1052  -0.45
H  2.2660  1.0007  0.9039  0.23
H  2.9225  -0.3417  -0.8597  0.24
H  1.8351  -1.0993  1.0477  0.23
H  -0.8425  -0.6460  -1.6210  0.18
H  0.6757  -1.4371  -1.8810  0.21
H  -1.4217  -1.0396  1.6137  0.20
H  0.2560  -0.3697  1.9560  0.21
H  -2.3499  -0.8165  -0.0099  0.40
H  -2.1876  0.6177  -1.1611  0.38
H  0.3979  2.2912  0.6047  0.24
H  -0.3805  2.2375  -0.9265  0.24
N  -2.1282  0.2727  -0.1987  -0.84
O  -0.3197  -1.7234  0.0759  -0.59

Version iii
The following is a quantum chemistry calculation of a 2-piece molecular cluster, C6H11NO overall, from OMol25.

Values from the calculation:
LUMO energy   0.5822 eV
HOMO-LUMO gap   10.4596 eV
HOMO level   -9.877 eV
SMILES string   [H]/N=C/CC.C=CC=O

Each line ends with the natural charge from an NBO analysis.
Atoms and positions in Å:
C  -1.5460  -0.3123  1.3240  -0.48
C  -0.4363  0.1068  2.2787  -0.60
C  -1.6060  0.5044  0.0797  0.16
N  -0.8489  1.4880  -0.0984  -0.66
H  -0.9734  1.9864  -0.9773  0.35
H  -2.3776  0.1774  -0.6315  0.16
H  -1.4444  -1.3608  1.0336  0.22
H  -2.5171  -0.2235  1.8248  0.22
H  0.5251  0.0923  1.7770  0.20
H  -0.4016  -0.5511  3.1371  0.21
H  -0.6158  1.1216  2.6290  0.22
C  0.6701  -1.0619  -0.9634  0.41
C  1.6234  0.0171  -1.2499  -0.32
C  2.3134  0.0854  -2.3706  -0.31
O  -0.1694  -1.5033  -1.7056  -0.53
H  0.7966  -1.4881  0.0611  0.11
H  1.8147  0.6988  -0.4170  0.23
H  3.0495  0.8487  -2.5625  0.20
H  2.1438  -0.6258  -3.1689  0.20

Version iv
The following is a quantum chemistry calculation of the molecule C6H11NO, from OMol25.

Values from the calculation:
LUMO energy   0.6878 eV
HOMO-LUMO gap   8.8131 eV
HOMO level   -8.125 eV
SMILES string   OC[C@]12CCN[C@@H]1C2

Each line ends with the natural charge from an NBO analysis.
Atoms and positions in Å:
C  -0.3217  -1.1769  0.7801  -0.04
C  0.2440  -0.4955  -0.5080  -0.16
C  1.4200  0.2381  0.0646  -0.40
C  0.6714  1.4839  0.7102  -0.26
C  -0.3911  0.5815  -1.1117  -0.07
C  -0.6486  -0.8255  -1.6467  -0.33
H  -1.9487  -1.4371  1.5475  0.47
H  -0.0342  -2.2752  0.8046  0.16
H  0.2407  -0.7748  1.5519  0.15
H  2.0567  0.5257  -0.8327  0.21
H  1.9242  -0.3789  0.8033  0.20
H  0.6454  1.3418  1.8544  0.20
H  1.2471  2.4071  0.4897  0.20
H  -1.3724  1.1868  0.6063  0.37
H  0.3150  1.1639  -1.7391  0.18
H  -1.4902  -1.3429  -1.4439  0.23
H  -0.2467  -0.8728  -2.6541  0.22
N  -0.6580  1.5901  -0.1231  -0.61
O  -1.6531  -0.9395  0.8466  -0.71

Which structure is most stable, and how do the rest compare? From most to least stable: version iii, version i, version iv, version ii.

Version i
The following is a quantum chemistry calculation of a 2-piece molecular cluster, C6H11NO overall, from OMol25.

Values from the calculation:
LUMO energy (alpha / beta)   -1.4922 / -1.4919 eV
HOMO-LUMO gap (alpha / beta)   7.1380 / 7.1386 eV
HOMO level (alpha / beta)   -8.630 / -8.630 eV

Each line ends with the natural charge from an NBO analysis.
Atoms and positions in Å:
C  0.8274  1.8280  0.5746  -0.02
C  -1.7221  -1.2435  0.2575  -0.66
N  0.9291  -0.5788  -0.4457  -0.49
C  1.3771  0.1511  0.5581  0.12
C  -1.0830  -0.3924  -0.7930  -0.07
C  2.1197  -0.1862  1.6152  -0.41
C  -1.3696  -0.4462  -2.1001  -0.37
O  -0.4088  1.9425  0.1691  -0.62
H  -0.8121  0.7580  -0.3889  0.35
H  1.2387  -0.2242  -1.3535  0.37
H  1.5871  2.2792  -0.0857  0.15
H  0.9891  2.0498  1.6372  0.16
H  -2.5261  -0.6962  0.7560  0.23
H  -2.1308  -2.1666  -0.1583  0.22
H  -1.0043  -1.5237  1.0299  0.23
H  2.3030  0.5072  2.4224  0.21
H  2.6683  -1.1193  1.6142  0.21
H  -0.8855  0.2082  -2.8145  0.20
H  -2.0972  -1.1467  -2.4943  0.20

Version ii
The following is a quantum chemistry calculation of the molecule C6H11NO, from OMol25.

Values from the calculation:
LUMO energy   0.8294 eV
HOMO-LUMO gap   10.0546 eV
HOMO level   -9.225 eV
SMILES string   C=C(C)C[C@H](N)C=O

Each line ends with the natural charge from an NBO analysis.
Atoms and positions in Å:
O  2.7094  -1.4785  0.0423  -0.51
C  1.5622  -1.4254  -0.3153  0.44
C  0.8103  -0.1091  -0.3573  -0.16
C  -0.7065  -0.3333  -0.4561  -0.45
C  -1.5931  0.4763  0.4785  0.03
C  -2.7908  -0.0236  0.7827  -0.40
C  -1.1206  1.7418  1.1453  -0.65
N  1.3578  0.8520  -1.2896  -0.83
H  1.0896  -2.3899  -0.5908  0.11
H  1.0037  0.2988  0.6338  0.20
H  -0.9169  -1.3945  -0.3893  0.22
H  -1.0173  -0.1453  -1.4978  0.22
H  -3.4292  0.4782  1.4865  0.19
H  -3.1881  -0.9140  0.3028  0.19
H  -1.6492  1.8248  2.0942  0.22
H  -1.2642  2.6547  0.5815  0.22
H  -0.0497  1.6944  1.3657  0.21
H  2.2311  0.5673  -1.7056  0.38
H  0.7337  1.1771  -2.0076  0.37

Version iii
The following is a quantum chemistry calculation of a 2-piece molecular cluster, C6H11NO overall, from OMol25.

Values from the calculation:
LUMO energy   0.2301 eV
HOMO-LUMO gap   9.5646 eV
HOMO level   -9.335 eV
SMILES string   [H]/N=C/C=C.C=CCO

Each line ends with the natural charge from an NBO analysis.
Atoms and positions in Å:
C  1.5964  -0.6080  -0.7535  -0.10
C  1.6646  0.8186  -0.2868  -0.20
C  1.6947  1.1937  0.9779  -0.42
O  1.3310  -1.5483  0.2476  -0.74
H  0.4849  -1.3241  0.6694  0.49
H  2.5674  -0.8853  -1.1822  0.19
H  0.8475  -0.6767  -1.5615  0.16
H  1.7057  1.5452  -1.0902  0.19
H  1.7507  2.2291  1.2664  0.20
H  1.6782  0.4684  1.7750  0.20
C  -1.6119  0.4163  0.8038  0.13
C  -1.9078  0.2865  -0.6160  -0.29
C  -1.9207  -0.8825  -1.2453  -0.30
N  -1.0407  -0.5090  1.4438  -0.66
H  -0.8934  -0.3339  2.4333  0.36
H  -1.9400  1.3625  1.2578  0.16
H  -2.1643  1.2026  -1.1304  0.21
H  -1.6857  -1.7887  -0.7151  0.21
H  -2.1568  -0.9662  -2.2939  0.20

Which structure is most stable, and how do the rest compare? From most to least stable: version ii, version iii, version i.